a.
Entry from the OMol25 dataset: 2 unconnected molecules or ions with the total composition C6H14 (ωB97M-V/def2-TZVPD).

Each line ends with the Löwdin charge.
Cartesian coordinates (Å):
C  -0.557  -1.324  -2.292  -0.174
C  0.483  -0.734  -1.429  -0.308
C  0.031  -0.469  0.002  -0.096
C  1.103  -0.007  0.987  -0.213
C  0.765  1.456  1.448  -0.255
C  -0.690  1.557  1.981  -0.107
H  -0.449  -2.353  -2.627  0.077
H  -1.536  -1.289  -1.552  -0.067
H  -0.685  -0.776  -3.228  0.079
H  1.329  -1.416  -1.295  0.139
H  0.887  0.179  -1.865  0.106
H  -0.454  -1.406  0.311  0.079
H  -2.505  -1.294  -1.377  0.168
H  1.992  0.037  0.386  0.097
H  1.017  -0.593  1.894  0.103
H  1.537  1.907  2.060  0.093
H  0.733  1.975  0.481  0.098
H  -0.974  2.596  2.088  0.066
H  -0.796  0.909  2.848  0.069
H  -1.233  1.046  1.178  0.048

The LUMO energy is -1.37 eV. For the frontier orbital gap, the calculation gives 5.34 eV. The multiplicity is 1. The net charge is 0.

=====

b.
Entry from the OMol25 dataset: 2 unconnected molecules or ions with the total composition C6H14 (ωB97M-V/def2-TZVPD).

Each line ends with the Löwdin charge.
Cartesian coordinates (Å):
C  -0.879  -0.678  -0.655  -0.230
C  -1.217  0.442  0.330  -0.227
C  0.610  -1.026  -0.600  -0.227
C  -0.355  1.679  0.070  -0.223
C  1.472  0.211  -0.860  -0.223
C  1.134  1.331  0.125  -0.223
H  -1.131  -0.342  -1.680  0.115
H  -1.489  -1.576  -0.436  0.101
H  -1.027  0.083  1.360  0.106
H  -2.291  0.703  0.258  0.110
H  0.844  -1.817  -1.338  0.111
H  0.847  -1.424  0.406  0.106
H  -0.590  2.470  0.808  0.110
H  -0.593  2.077  -0.936  0.115
H  1.281  0.570  -1.890  0.115
H  2.545  -0.050  -0.788  0.110
H  1.744  2.229  -0.093  0.110
H  1.385  0.995  1.150  0.115
H  -1.193  -3.183  2.676  0.024
H  -1.098  -2.694  2.093  0.004

The LUMO energy is 1.27 eV. For the frontier orbital gap, the calculation gives 11.83 eV. The SMILES is C1CCCCC1.[H][H]. The multiplicity is 1. The net charge is 0.

=====

Quick one: most stable of them? b

=====

a.
Entry from the OMol25 dataset: 2 unconnected molecules or ions with the total composition C6H14 (ωB97M-V/def2-TZVPD).

Each line ends with the Löwdin charge.
Cartesian coordinates (Å):
C  1.806  -0.951  0.065  -0.167
C  1.058  0.302  0.387  -0.066
C  0.310  0.657  -2.063  -0.027
C  -0.286  0.130  1.020  -0.495
C  -1.172  1.377  0.893  -0.091
C  -1.102  -1.155  0.827  -0.085
H  2.246  -1.216  1.040  0.097
H  1.250  -1.834  -0.284  0.069
H  2.652  -0.767  -0.607  0.072
H  0.776  0.973  -1.096  -0.019
H  -0.350  -0.210  -1.966  0.036
H  1.129  0.419  -2.745  0.042
H  -0.256  1.519  -2.418  0.039
H  0.102  0.129  2.062  0.152
H  -1.638  1.416  -0.101  0.072
H  -0.581  2.289  1.024  0.079
H  -1.981  1.370  1.633  0.075
H  -0.516  -2.055  1.039  0.067
H  -1.973  -1.164  1.492  0.076
H  -1.475  -1.229  -0.202  0.073

The LUMO energy is 0.70 eV. For the frontier orbital gap, the calculation gives 8.51 eV. The multiplicity is 1. The net charge is 0.

=====

b.
Entry from the OMol25 dataset: 2 unconnected molecules or ions with the total composition C6H14 (ωB97M-V/def2-TZVPD).

Each line ends with the Löwdin charge.
Cartesian coordinates (Å):
C  -1.711  1.042  -0.372  -0.007
C  -0.756  0.123  -0.221  -0.456
C  -0.997  -1.314  -0.604  -0.069
C  0.650  0.538  0.188  -0.410
C  1.451  -0.416  1.089  -0.087
C  1.396  0.773  -1.128  -0.075
H  -1.539  2.086  -0.117  0.071
H  -2.704  0.774  -0.727  0.068
H  -1.613  -0.021  1.655  0.065
H  -1.322  -0.537  2.112  0.079
H  -0.698  -1.453  -1.648  0.086
H  -2.055  -1.578  -0.519  0.081
H  -0.423  -2.025  0.002  0.070
H  0.568  1.495  0.722  0.132
H  1.615  -1.393  0.619  0.073
H  0.982  -0.583  2.065  0.060
H  2.443  0.016  1.274  0.078
H  0.801  1.430  -1.770  0.081
H  2.380  1.222  -0.965  0.078
H  1.533  -0.180  -1.655  0.083

The LUMO energy is 1.14 eV. For the frontier orbital gap, the calculation gives 10.14 eV. The SMILES is C=C(C)C(C)C.[H][H]. The multiplicity is 1. The net charge is 0.

=====

Quick one: most stable of them? b

=====

a.
Entry from the OMol25 dataset: a single C5H8N2O3 molecule (ωB97M-V/def2-TZVPD).

Each line ends with the Löwdin charge.
Cartesian coordinates (Å):
C  0.977  1.693  1.003  -0.052
C  0.310  0.427  0.537  -0.166
C  -0.266  0.359  -0.688  -0.218
N  -0.318  1.425  -1.559  0.149
C  -0.823  -0.910  -1.258  -0.500
O  -0.260  -1.530  -2.142  0.103
N  0.595  -1.932  0.891  0.143
C  0.376  -0.728  1.482  -0.501
O  0.243  -0.597  2.695  0.073
H  1.490  1.548  1.961  0.082
H  1.719  2.038  0.265  0.086
H  0.242  2.505  1.127  0.085
H  -0.350  2.355  -1.167  0.100
H  -0.891  1.283  -2.381  0.110
H  1.452  -2.098  0.381  0.120
O  -2.090  -1.151  -0.912  0.136
H  -0.036  -2.701  1.080  0.116
H  -2.370  -1.984  -1.316  0.133

The LUMO energy is 0.48 eV. For the frontier orbital gap, the calculation gives 9.09 eV. The SMILES is C/C(C(N)=O)=C(\N)C(=O)O. The multiplicity is 1. The net charge is 0.

=====

b.
Entry from the OMol25 dataset: a single C5H8N2O3 molecule (ωB97M-V/def2-TZVPD).

Each line ends with the Löwdin charge.
Cartesian coordinates (Å):
C  0.605  -1.158  -0.127  -0.458
C  0.176  1.213  0.080  -0.056
C  1.743  0.894  -0.127  -0.106
C  -0.565  -0.154  0.199  -0.306
C  -1.639  -0.355  -0.895  -0.029
N  1.800  -0.579  -0.136  0.100
N  -1.107  -0.415  1.539  -0.360
O  0.398  -2.304  -0.405  0.100
O  -0.712  0.299  2.405  0.098
O  -1.827  -1.371  1.728  0.113
H  -0.067  1.897  0.931  0.128
H  -0.111  1.755  -0.742  0.072
H  2.064  1.275  -1.079  0.095
H  2.431  1.357  0.670  0.135
H  -2.592  0.262  -0.742  0.108
H  -1.847  -1.534  -1.114  0.143
H  -1.408  -0.032  -1.927  0.081
H  2.658  -1.048  -0.257  0.141

The LUMO energy is 0.34 eV. For the frontier orbital gap, the calculation gives 10.50 eV. The SMILES is C[C@]1([N+](=O)[O-])CCNC1=O. The multiplicity is 1. The net charge is 0.

=====

c.
Entry from the OMol25 dataset: 2 unconnected molecules or ions with the total composition C5H8N2O3 (ωB97M-V/def2-TZVPD).

Each line ends with the Löwdin charge.
Cartesian coordinates (Å):
C  1.236  1.181  0.123  -0.435
C  0.537  0.076  0.811  -0.030
C  -0.476  0.396  1.674  -0.104
C  0.088  2.743  1.690  -0.413
C  -0.666  -2.995  -2.774  -0.209
H  1.569  3.133  0.480  0.130
H  0.943  -1.084  0.795  0.172
H  -1.166  -0.371  2.225  0.149
H  -1.359  1.731  2.969  0.134
H  -0.218  -2.001  -1.088  0.113
H  -0.438  -2.865  -3.855  0.095
H  -0.488  -4.031  -2.439  0.072
H  -1.704  -2.868  -2.477  0.069
N  1.237  2.304  0.871  0.183
N  -0.844  1.701  2.110  0.099
O  1.815  1.265  -1.030  0.018
O  -0.231  3.850  1.957  0.122
O  0.166  -2.164  -2.043  -0.164

The LUMO energy is 0.30 eV. For the frontier orbital gap, the calculation gives 10.02 eV. The SMILES is O=c1cc[nH]c(=O)[nH]1.CO. The multiplicity is 1. The net charge is 0.

=====

Quick one: most stable of them? a

=====

a.
Entry from the OMol25 dataset: a gas-phase ion, C3H10N3O (charge -1) (ωB97M-V/def2-TZVPD).

Each line ends with the Löwdin charge.
Cartesian coordinates (Å):
C  0.207  -2.623  -0.236  -0.232
C  1.040  1.680  -0.493  -0.118
C  -0.657  1.380  1.147  -0.132
N  -0.528  -1.498  0.220  -0.150
N  0.317  0.623  0.322  -0.236
N  -0.218  -0.325  -0.617  -0.325
O  -1.444  0.083  -1.196  -0.390
H  1.333  -2.520  -0.088  0.063
H  0.015  -3.601  0.483  0.084
H  -0.114  -3.008  -1.271  0.064
H  1.992  1.285  -0.863  0.060
H  0.602  1.940  -1.449  0.062
H  1.032  2.498  0.096  -0.002
H  -0.215  1.215  2.200  0.083
H  -0.477  2.481  0.928  0.057
H  -1.638  1.123  0.858  0.028
H  -1.551  -1.553  0.108  0.082

The LUMO energy is 4.36 eV. For the frontier orbital gap, the calculation gives 6.45 eV. The SMILES is CNN([O-])N(C)C. The multiplicity is 1. The net charge is -1.

=====

b.
Entry from the OMol25 dataset: 2 unconnected molecules or ions with the total composition C3H10N3O (ωB97M-V/def2-TZVPD).

Each line ends with the Löwdin charge.
Cartesian coordinates (Å):
C  -0.997  -2.080  0.107  -0.138
C  1.731  0.768  0.803  -0.285
C  -0.389  1.676  0.330  -0.243
N  -0.702  -1.449  -1.249  -0.163
N  0.358  0.534  0.747  -0.194
N  0.387  -0.550  -1.372  -0.144
O  0.047  0.504  -2.197  -0.324
H  -0.023  -2.213  0.524  0.045
H  -1.594  -1.435  0.755  0.046
H  -1.651  -2.920  -0.061  0.041
H  1.984  1.442  1.623  0.058
H  2.199  -0.183  0.873  0.041
H  2.179  1.144  -0.058  0.031
H  -1.343  1.736  0.972  0.065
H  0.225  2.611  0.397  0.066
H  -0.775  1.480  -0.642  0.004
H  -1.638  -1.064  -1.550  0.095

The LUMO energy (alpha / beta) is 4.23 / 4.24 eV. For the frontier orbital gap (alpha / beta), the calculation gives 6.95 / 5.83 eV. The multiplicity is 1. The net charge is -1.

=====

Quick one: most stable of them? a